No. 1
62
Properties=species:S:1:pos:R:3:forces:R:3:mulliken_charge:R:1 method="wB97M-V/def2-TZVPD" charge=+1 energy_ha=-2370.28732 multiplicity=1 homo_energy_ev=-10.13 relative_energy_kcal_mol=0.0
O -1.52782 1.60444 -1.01118 0.3 -1.4 0.2 0.38
C -2.62904 1.18416 -1.87930 -0.2 -0.4 -0.4 -0.76
C -2.41879 2.33608 -2.82143 -0.4 -0.4 -0.2 0.09
H -3.56141 1.27885 -1.32142 0.1 -0.3 0.0 0.52
H -2.50306 0.21039 -2.34449 0.0 -0.1 0.6 -0.11
C -1.37104 2.84220 -1.80574 -0.1 0.9 -0.9 1.94
H -3.39072 2.81908 -2.81913 1.1 0.0 -0.5 -0.50
H -2.07589 2.11777 -3.83905 0.3 -0.1 0.4 0.30
C -1.75698 4.01239 -0.93545 0.2 0.0 0.7 -1.64
H -2.61356 3.75270 -0.30264 0.0 0.2 -0.4 0.37
H -1.97432 4.90371 -1.53446 0.1 -0.3 0.2 0.21
H -0.93504 4.25067 -0.25045 0.0 0.1 -0.2 0.45
C -0.01886 3.00841 -2.45136 0.4 -0.1 -0.2 -1.72
H 0.07903 2.29766 -3.27362 0.1 0.4 0.0 0.39
H 0.81990 2.83265 -1.77670 -0.2 0.1 -0.1 0.18
H 0.06548 4.03226 -2.83858 -0.1 -0.3 0.0 0.44
Ti -0.28596 0.08172 -0.10933 0.0 0.8 -0.6 -0.34
C 1.38847 -1.29272 -0.91291 -0.5 -0.5 -0.7 -0.78
C 0.15798 -2.01492 -0.99441 0.6 0.3 -0.9 -0.29
C -0.68423 -1.34782 -1.93881 1.0 0.1 -0.2 -0.78
H -0.05536 -2.97298 -0.53392 -0.1 0.4 0.1 0.84
C 0.04557 -0.23924 -2.47534 0.6 -1.3 0.3 -0.16
C 1.31927 -0.18999 -1.83310 -0.8 -0.4 -0.2 -0.82
H 2.11465 0.51121 -2.08349 -0.3 -0.2 0.3 0.56
H 2.26219 -1.60674 -0.34310 -0.4 0.3 -0.1 0.58
H -1.66309 -1.69789 -2.26077 0.3 0.2 0.3 0.48
H -0.23186 0.33745 -3.35346 -0.2 0.1 0.6 0.89
C 1.15291 0.03389 1.62605 -0.2 1.0 0.3 -0.62
C 1.71889 0.99387 0.72398 -0.6 0.7 0.7 -1.04
C 0.81407 2.09550 0.62363 0.4 -0.9 0.8 -0.19
H 2.70194 0.95244 0.25733 -0.4 -0.1 0.1 0.57
C -0.31154 1.82552 1.46759 0.8 -0.6 0.6 -0.56
C -0.08745 0.57220 2.11824 0.7 0.7 0.1 -0.56
H -0.68859 0.15806 2.92292 0.1 0.0 -0.4 0.70
H 1.62632 -0.87321 1.98650 -0.2 0.2 -0.2 0.80
H 1.02751 3.03103 0.11065 -0.3 -0.5 0.1 0.98
H -1.14415 2.49434 1.66929 0.1 -0.3 -0.3 0.51
O -4.39621 3.73590 -1.95866 -2.3 2.2 -0.8 -0.38
C -4.14665 4.79153 -2.97586 0.3 -0.5 -0.1 -0.33
C -5.47612 5.27186 -3.55821 0.1 0.1 0.5 -0.58
H -3.54735 4.34433 -3.79154 -0.2 0.1 0.3 0.33
H -3.51832 5.59062 -2.54753 -0.6 -0.4 0.1 0.31
C -6.49105 4.17331 -3.17712 0.0 -0.1 0.1 -0.56
H -5.39083 5.39838 -4.64809 -0.1 0.1 0.5 0.28
H -5.73887 6.22845 -3.08927 -0.1 -0.2 -0.3 0.30
C -5.76067 3.25347 -2.17637 0.0 -0.2 0.1 -0.44
H -6.79612 3.57886 -4.05331 0.0 0.4 0.3 0.28
H -7.38438 4.60423 -2.70340 0.2 -0.2 -0.3 0.26
H -5.72456 2.22853 -2.58356 0.2 0.2 0.2 0.21
H -6.28691 3.20487 -1.21007 0.4 0.1 -0.2 0.42
S -1.96546 -1.29297 0.95458 -0.4 0.2 -0.5 -0.30
C -1.43022 -2.45286 2.15974 0.1 -0.5 0.9 0.95
C -2.39217 -2.89689 3.10958 0.5 0.5 -0.7 -0.83
C -2.04277 -3.82413 4.07461 0.4 -0.2 0.0 -0.56
C -0.73944 -4.33862 4.12252 0.0 0.1 -0.2 -0.46
C 0.21137 -3.91483 3.19121 -0.3 -0.1 0.2 -0.99
C -0.12710 -2.98785 2.20901 -0.5 0.2 0.0 -0.16
H -3.40370 -2.49070 3.06035 0.3 -0.1 0.0 0.40
H -2.79142 -4.15719 4.79029 0.2 0.1 -0.1 0.38
H -0.46688 -5.07923 4.87196 -0.1 0.2 -0.1 0.38
H 1.22637 -4.31342 3.21609 -0.3 0.1 0.0 0.39
H 0.62045 -2.68822 1.47611 -0.2 -0.1 0.3 0.41

No. 2
18
Properties=species:S:1:pos:R:3:forces:R:3:mulliken_charge:R:1 method="wB97M-V/def2-TZVPD" energy_ha=-476.89925 multiplicity=1 homo_energy_ev="-8.59 / -8.58" relative_energy_kcal_mol=163.3
C -1.87712 -1.89014 -0.23507 -0.6 2.0 0.9 -0.40
C -2.64356 -0.74794 -0.14036 -0.2 0.2 -0.4 -0.18
C -0.69265 0.75449 0.01138 -0.1 0.7 1.1 0.78
C -0.58367 -2.10229 0.38754 1.0 4.1 -1.3 -0.26
C 0.19496 -0.29273 0.10594 -2.5 -5.8 0.0 -0.12
C -2.15729 0.64640 0.02696 0.1 0.1 0.4 0.33
C 0.13980 1.87711 0.06485 1.3 1.5 -0.9 -1.16
C 1.43663 1.44431 -0.05584 1.3 1.8 0.3 -0.06
C 2.72957 -0.63197 0.10799 -4.1 -0.5 0.9 -1.07
N 1.47638 0.08371 0.03056 -0.7 1.2 -0.6 0.15
O -3.01422 1.53256 0.06366 1.5 -0.7 -0.1 -0.61
H -2.48983 -2.68725 -0.51937 -0.4 -1.9 -0.3 0.37
H -3.75030 -0.62540 -0.30168 1.1 -1.1 0.1 0.35
H -0.04528 2.93328 0.13424 -0.6 0.1 -0.2 0.43
H 2.38367 2.04930 -0.20522 -1.4 -0.9 0.4 0.29
H 2.82330 -0.76585 1.11443 0.9 -1.0 2.8 0.41
H 2.59920 -1.52210 -0.38590 0.2 -2.2 -1.2 0.39
H 3.47042 -0.05549 -0.20412 3.2 2.4 -1.8 0.36

No. 3
132
Properties=species:S:1:pos:R:3:forces:R:3:mulliken_charge:R:1 method="wB97M-V/def2-TZVPD" smiles="N=P(O)(O)[C@]1(CCCSC(=S)N(c2ccccc2)c2ccccc2)COC(=O)C1.CCCCCC.CCCCCC.CCCCCC.CCCCCC" energy_ha=-3271.78522 multiplicity=1 homo_energy_ev=-8.30
N 4.62513 -3.21148 -1.31096 -0.3 1.3 1.6 -0.81
P 4.60204 -2.28419 -0.01339 -0.8 -0.8 -1.8 0.75
O 4.39429 -3.19502 1.42737 0.3 1.4 -1.8 -0.46
O 6.03128 -1.32426 0.15426 -2.5 -2.5 1.5 -0.53
C 3.16894 -1.00836 -0.09236 0.7 1.1 -0.6 1.60
C 3.21361 -0.27124 1.34117 -0.5 1.1 -0.4 -0.95
C 1.82820 -0.25628 2.14612 0.4 0.5 1.1 -0.59
C 1.55356 -1.60214 3.00968 0.8 1.1 0.7 -0.49
S 0.43652 -2.82506 2.18029 -0.5 0.3 0.0 0.18
C -1.33921 -2.45252 2.51890 -0.8 1.2 2.0 -0.13
S -1.89604 -1.90562 4.01710 1.0 -0.7 -2.5 -0.12
N -2.30771 -2.68515 1.41994 2.9 0.1 -1.3 0.08
C -1.69384 -3.75577 0.56500 1.1 -3.4 -2.5 -0.35
C -1.71878 -5.23119 1.11812 1.7 0.5 -3.4 -0.34
C -1.04209 -6.36856 0.26955 0.3 3.6 -1.5 -0.40
C -0.35437 -6.04049 -1.10785 -1.4 2.8 1.3 -0.44
C -0.35770 -4.59710 -1.69386 -2.1 -0.8 4.4 -0.57
C -1.03908 -3.47194 -0.82680 0.3 -3.0 0.5 0.12
C -2.59192 -1.46770 0.63821 -1.3 4.3 -2.5 0.16
C -3.63462 -1.49704 -0.54258 1.0 2.8 0.1 -0.20
C -3.95324 -0.23348 -1.41547 2.5 0.7 2.7 -0.62
C -3.26164 1.14067 -1.14814 1.2 -3.4 2.7 -0.33
C -2.24097 1.19507 0.01472 -1.9 -3.0 -0.9 -0.64
C -1.92615 -0.06850 0.89602 -1.9 -0.1 -2.5 0.16
C 1.77959 -1.54743 -0.68412 -1.1 -2.3 0.7 -0.36
O 1.59233 -1.15965 -2.08009 0.8 2.6 0.5 -0.32
C 2.14752 0.18539 -2.15036 0.1 1.3 0.0 0.40
O 1.67645 1.20157 -2.69103 1.6 -4.6 1.9 -0.61
C 3.54268 -0.02578 -1.34756 -0.5 -0.1 0.0 -0.08
H 3.83117 -2.93750 -1.91539 0.6 -0.3 0.3 0.33
H 3.74283 -3.90998 1.21624 0.8 0.7 -0.1 0.29
H 6.48133 -1.64380 0.97086 -0.1 0.5 -0.6 0.34
H 3.47980 0.83536 1.13045 -0.4 -1.7 0.4 0.33
H 4.09697 -0.67102 1.97223 -1.7 0.5 -0.8 0.41
H 0.94978 0.04827 1.47760 1.3 -0.6 0.9 0.04
H 1.92127 0.59155 2.93216 -0.1 -1.3 -1.3 0.42
H 2.58454 -2.12036 3.10830 -1.8 0.4 -0.3 0.27
H 1.24976 -1.33351 4.08815 0.1 -0.5 -1.8 0.40
H -2.21029 -5.46711 2.13322 0.9 0.5 -1.9 0.34
H -0.98789 -7.45645 0.61277 -0.3 1.9 -0.3 0.34
H 0.17440 -6.83829 -1.74318 -1.0 1.2 1.3 0.34
H 0.11691 -4.32280 -2.69796 -0.8 -0.5 1.7 0.40
H -1.01816 -2.42546 -1.29220 -0.2 -1.7 1.0 0.38
H -4.21780 -2.44572 -0.83095 1.2 1.5 0.7 0.32
H -4.70877 -0.25633 -2.27594 1.2 -0.3 1.6 0.31
H -3.46693 2.09239 -1.74655 0.2 -1.7 0.9 0.30
H -1.70817 2.18694 0.22579 -0.8 -1.8 -0.2 0.32
H -1.18232 0.09235 1.74100 -1.2 -0.4 -1.2 0.35
H 0.79190 -1.24799 -0.19579 1.8 0.1 0.0 -0.30
H 1.71703 -2.70400 -0.62587 0.3 1.8 -0.4 -0.01
H 4.12073 -0.67150 -2.11595 -0.4 1.4 1.3 -0.37
H 4.06132 0.92956 -0.97562 -0.7 -1.5 -1.0 0.31
C 8.07547 2.17933 -5.83660 0.2 -0.1 -0.1 -1.17
C 6.97554 1.43879 -6.58488 -0.1 0.1 0.0 -0.43
C 5.63747 1.43701 -5.84349 -0.1 -0.1 -0.1 -0.94
C 5.64781 0.73435 -4.48255 0.1 0.0 0.0 0.04
C 6.08753 -0.73150 -4.50806 -0.1 0.1 0.1 -0.46
C 5.16546 -1.61914 -5.33212 0.1 -0.2 0.0 -1.21
H 8.29579 1.71101 -4.87439 0.0 0.1 0.0 0.28
H 8.99812 2.17696 -6.42321 0.0 0.1 0.1 0.38
H 7.79187 3.22002 -5.65761 0.0 -0.1 0.0 0.29
H 7.29877 0.41453 -6.79509 0.0 0.0 0.0 0.23
H 6.83148 1.92035 -7.55811 0.0 -0.1 0.0 0.38
H 4.87969 0.97663 -6.48625 0.0 0.0 0.1 0.35
H 5.31327 2.47358 -5.69411 0.0 -0.1 0.0 0.41
H 4.63963 0.79530 -4.05510 0.0 0.0 0.0 -0.12
H 6.29834 1.28384 -3.79346 0.0 0.0 0.0 0.41
H 6.10330 -1.10651 -3.47851 0.1 0.0 0.0 0.22
H 7.11227 -0.81709 -4.88161 0.0 0.0 0.0 0.43
H 4.14238 -1.58373 -4.94602 0.0 0.0 -0.1 0.20
H 5.50527 -2.65767 -5.28814 -0.1 0.1 0.0 0.38
H 5.14920 -1.32105 -6.38272 -0.1 0.0 0.0 0.38
C -4.84511 8.06387 0.02320 0.0 0.2 -0.1 -0.93
C -5.81296 7.33417 -0.89744 -0.1 -0.1 0.1 -0.59
C -5.81616 5.81844 -0.68932 -0.1 -0.1 -0.1 -0.50
C -4.48578 5.11718 -0.97969 0.1 0.1 0.1 -0.38
C -3.93642 5.32056 -2.39348 0.0 -0.1 0.1 -0.64
C -4.84896 4.76252 -3.47679 0.1 0.1 -0.2 -1.16
H -3.81082 7.76032 -0.15522 0.0 0.0 0.1 0.28
H -4.90618 9.14244 -0.14508 0.1 -0.1 0.1 0.40
H -5.08615 7.87142 1.07233 0.1 0.0 0.0 0.05
H -5.58422 7.57782 -1.93961 0.0 0.0 0.0 0.35
H -6.82398 7.71167 -0.70944 0.0 0.0 -0.1 0.38
H -6.60340 5.37991 -1.31176 0.0 0.0 0.0 0.41
H -6.09997 5.60351 0.34765 0.0 0.0 -0.1 0.10
H -4.61536 4.04318 -0.79986 0.0 0.1 0.0 0.24
H -3.73212 5.45197 -0.25876 0.0 0.0 0.0 0.36
H -2.96528 4.81818 -2.46312 0.0 0.1 0.0 0.39
H -3.74735 6.38159 -2.58154 0.0 0.0 0.0 0.36
H -5.01435 3.69075 -3.33352 -0.1 0.1 0.0 0.23
H -4.39396 4.90342 -4.46123 -0.1 -0.1 0.0 0.38
H -5.81907 5.26392 -3.48656 0.0 -0.1 0.0 0.31
C 6.94900 -7.81409 2.69158 0.0 0.2 0.0 -1.22
C 5.48329 -7.96387 3.07547 0.0 -0.2 0.0 -0.19
C 4.76103 -9.05591 2.28422 -0.1 0.0 0.0 -0.71
C 4.68883 -8.82480 0.77162 0.1 0.0 0.0 -0.90
C 4.01932 -7.51703 0.34428 0.0 -0.2 -0.1 -0.13
C 2.55873 -7.42616 0.76444 0.0 0.3 0.0 -0.81
H 7.06494 -7.51755 1.64648 0.0 0.0 0.0 0.29
H 7.42325 -7.04482 3.30698 0.0 -0.1 -0.1 0.38
H 7.48980 -8.75155 2.84689 0.0 0.0 -0.1 0.31
H 4.97202 -7.00325 2.95770 0.0 0.0 0.0 0.12
H 5.42603 -8.21276 4.14067 -0.1 0.0 -0.1 0.36
H 3.74806 -9.16921 2.68506 0.0 0.0 0.0 0.30
H 5.26252 -10.01425 2.46327 0.0 0.1 0.0 0.41
H 4.14880 -9.66500 0.31924 0.0 0.1 0.0 0.36
H 5.69865 -8.85672 0.34903 0.0 0.0 0.0 0.35
H 4.07320 -7.44116 -0.74685 0.1 0.1 0.1 0.36
H 4.57059 -6.65820 0.73930 0.0 0.0 0.0 0.01
H 1.97922 -8.25180 0.34128 0.0 0.0 0.1 0.34
H 2.12184 -6.49010 0.40479 -0.1 -0.1 0.0 0.12
H 2.44803 -7.44664 1.85110 0.0 0.0 0.0 0.27
C -5.39172 6.01751 3.78760 0.0 -0.2 -0.1 -1.30
C -6.82752 6.29151 3.36274 0.0 0.1 0.0 0.22
C -7.56868 7.23201 4.31466 -0.1 0.0 0.0 -0.86
C -7.73679 6.71120 5.74538 0.1 0.0 0.0 -0.78
C -8.46267 5.36977 5.86889 0.0 0.1 0.1 -0.33
C -9.89714 5.41564 5.36136 -0.1 -0.2 0.0 -1.19
H -5.34543 5.51754 4.75788 0.0 0.0 0.0 0.45
H -4.90089 5.36750 3.05785 0.0 0.1 0.1 0.30
H -4.82006 6.94762 3.85023 0.0 0.0 0.0 0.29
H -7.36800 5.34536 3.26010 0.0 0.0 0.0 0.32
H -6.81468 6.74666 2.36629 -0.1 0.0 0.0 -0.11
H -8.55276 7.45806 3.89043 0.0 0.0 0.0 0.33
H -7.03397 8.18829 4.35617 0.0 -0.1 0.0 0.40
H -8.28203 7.46507 6.32547 0.0 -0.1 0.0 0.39
H -6.75345 6.62330 6.21953 0.0 0.0 0.0 0.31
H -8.47591 5.07952 6.92489 0.1 0.0 -0.1 0.37
H -7.91034 4.58598 5.34192 0.0 0.0 0.0 0.24
H -10.48013 6.16244 5.90755 0.0 0.0 -0.1 0.29
H -10.37799 4.44382 5.50437 0.0 0.1 0.0 0.37
H -9.94219 5.65277 4.29622 0.0 0.0 0.0 0.28

No. 4
18
Properties=species:S:1:pos:R:3:forces:R:3:mulliken_charge:R:1 method="wB97M-V/def2-TZVPD" smiles="O=c1cc[nH]c(=O)[nH]1.C=C" energy_ha=-493.35763 multiplicity=1 homo_energy_ev=-9.85 relative_energy_kcal_mol=56.0
C 3.57364 -0.49155 -0.40380 2.3 0.6 2.3 -0.31
C 2.40407 -0.10998 -0.84487 -0.9 4.2 -0.1 -0.57
C -2.45780 -0.86140 -0.38175 0.5 4.1 1.8 0.34
C -1.42128 -1.28153 0.51493 -0.2 -1.0 -0.6 -0.39
C -0.65485 -0.42314 1.12255 0.6 3.0 0.1 -0.27
C -1.50060 1.52806 0.05459 2.7 1.4 -2.0 0.35
H 4.35828 0.33835 -0.19360 -1.2 -1.7 -0.4 0.21
H 3.78476 -1.50940 0.08329 -0.3 1.4 -1.5 0.23
H 1.99636 1.01741 -0.98264 1.8 -2.4 0.0 0.14
H 1.59252 -0.70636 -1.01356 -1.8 -2.1 -0.3 0.30
H -3.05095 1.32635 -1.01196 -0.3 -1.6 -0.1 0.28
H -1.18332 -2.29121 0.76641 -0.7 -0.7 -0.3 0.39
H 0.00581 -0.72358 1.84610 1.7 -1.0 1.5 0.48
H 0.17478 1.37865 1.18695 4.4 2.9 1.3 0.20
N -2.55913 0.68520 -0.36569 2.0 1.4 0.4 -0.18
N -0.60336 0.94816 0.95953 -6.2 -3.7 -1.8 -0.09
O -3.31688 -1.45625 -0.87624 -2.1 -2.1 -2.0 -0.46
O -1.14206 2.63221 -0.46024 -2.3 -2.8 1.6 -0.63

No. 5
8
Properties=species:S:1:pos:R:3:forces:R:3:mulliken_charge:R:1 method="wB97M-V/def2-TZVPD" smiles=ClC(Cl)C(Br)Br energy_ha=-6145.77733 multiplicity=1 homo_energy_ev=-10.35 relative_energy_kcal_mol=25.4
C 0.59661 -0.92630 -0.19992 -3.8 1.1 -3.6 -0.10
C -0.44984 0.22049 -1.04153 0.6 -1.6 0.4 -0.48
Cl 1.61723 -1.65971 -1.39059 1.1 0.5 0.3 -0.07
Cl -0.42360 -2.16458 0.43899 -0.6 -0.5 0.9 -0.10
Br 0.60949 1.74343 -1.73344 -0.7 -0.9 0.5 -0.05
Br -1.26058 -0.86482 -2.41347 -0.3 0.4 -0.7 -0.02
H 0.92707 -0.34312 0.56340 2.1 1.2 2.0 0.41
H -1.38538 0.57086 -0.52686 1.6 -0.1 0.2 0.41

No. 6
16
Properties=species:S:1:pos:R:3:forces:R:3:mulliken_charge:R:1 method="wB97M-V/def2-TZVPD" smiles=CC.CC energy_ha=-159.57767 multiplicity=1 homo_energy_ev=-11.70 relative_energy_kcal_mol=4.6
C -0.80839 1.55760 -1.70979 0.7 0.0 -1.5 -0.75
C 0.68087 1.18167 -1.65036 -0.2 0.8 1.2 -0.84
H -1.33325 1.04079 -0.91307 -0.4 0.3 0.0 0.24
H -0.94636 2.64507 -1.74531 0.0 -0.2 0.7 0.27
H -1.18679 1.26792 -2.70068 -0.2 -0.3 0.4 0.25
H 1.00737 1.32472 -0.61399 0.1 -0.3 0.0 0.23
H 1.32896 1.87511 -2.18277 -0.1 -0.2 -0.6 0.36
H 0.85674 0.14412 -1.90833 0.1 -0.1 -0.2 0.24
C 0.20500 -1.82163 1.06771 -0.3 -0.2 0.3 -0.53
C -0.12852 -0.96728 2.28735 0.6 0.4 -0.2 -0.86
H -0.65447 -2.41326 0.75028 -0.1 0.2 -0.2 0.26
H 0.52299 -1.16893 0.25538 0.1 -0.2 -0.1 -0.01
H 0.98237 -2.55313 1.28690 0.2 0.1 0.0 0.32
H -0.67715 -0.08313 1.97851 -0.5 0.0 0.1 0.23
H -0.63313 -1.48746 3.09568 -0.2 -0.1 -0.1 0.33
H 0.78377 -0.54218 2.70250 0.2 -0.1 0.1 0.27

No. 7
44
Properties=species:S:1:pos:R:3:forces:R:3:mulliken_charge:R:1 method="wB97M-V/def2-TZVPD" charge=+1 smiles="O=C(C[n+]1ccc(Cc2ccccc2)cc1)Nc1ccc([N+](=O)[O-])cc1Cl" energy_ha=-1622.22526 multiplicity=1 homo_energy_ev=-12.05 relative_energy_kcal_mol=0.0
O -1.75713 -0.82994 0.78713 -0.1 0.1 0.2 -0.52
C -1.93813 -1.39698 -0.25896 0.6 -0.6 -0.3 0.82
N -3.07962 -1.41739 -0.96968 -0.4 0.0 -0.3 -0.18
C -4.21789 -0.65851 -0.60378 -0.2 0.2 0.2 -0.09
C -5.44544 -1.29065 -0.43604 0.2 0.2 0.0 -0.49
C -6.56132 -0.56561 -0.06735 -0.2 0.2 0.0 -0.57
C -6.43649 0.80187 0.13513 0.9 -0.6 -0.3 -0.16
C -5.22855 1.45673 -0.04725 -0.2 0.0 0.1 -0.44
C -4.11611 0.72529 -0.42823 -0.3 -0.3 0.0 0.76
Cl -2.63402 1.54079 -0.73307 0.0 0.3 -0.1 -0.20
H -5.17392 2.52547 0.09845 0.0 0.0 0.0 0.56
N -7.60395 1.57609 0.53757 0.0 0.0 0.0 1.00
O -8.64214 0.97427 0.65930 -0.5 -0.2 0.1 -0.59
O -7.44252 2.75775 0.71791 0.0 0.5 0.1 -0.60
H -7.52116 -1.03824 0.07349 0.0 0.0 0.0 0.49
H -5.51840 -2.35639 -0.58852 0.0 -0.1 0.0 0.42
H -3.19290 -2.06449 -1.73693 0.2 0.1 0.0 0.29
C -0.77949 -2.21955 -0.91085 -1.0 0.0 0.0 -1.26
N 0.44877 -1.74283 -0.33068 0.4 0.0 0.2 0.16
C 0.65006 -1.94305 0.98248 0.3 0.0 0.5 0.06
C 1.71241 -1.36459 1.63328 0.1 0.1 -0.2 -0.89
C 2.60567 -0.54162 0.93973 -0.6 -0.3 -0.3 1.00
C 2.36727 -0.36106 -0.42801 0.0 -0.1 0.2 -0.53
C 1.28480 -0.95551 -1.02497 0.3 0.3 -0.2 -0.47
H 1.07232 -0.80978 -2.07365 -0.1 -0.1 0.0 0.37
H 3.02847 0.25904 -1.01303 0.0 0.0 -0.1 0.45
C 3.74556 0.10822 1.64560 0.4 0.2 0.1 -1.01
C 4.68856 0.85548 0.73778 0.0 0.0 0.2 0.01
C 5.79095 0.21185 0.19047 -0.1 0.0 0.0 -0.08
C 6.65350 0.89483 -0.64947 0.0 0.0 -0.1 -0.68
C 6.41885 2.22558 -0.95217 0.0 0.0 0.0 -0.41
C 5.31969 2.87243 -0.41241 0.0 0.1 0.0 -0.67
C 4.45734 2.19009 0.42813 0.0 -0.1 0.0 -0.07
H 3.60412 2.69953 0.85316 -0.1 0.1 0.1 0.39
H 5.13610 3.91097 -0.64067 0.0 0.1 0.0 0.40
H 7.09469 2.75929 -1.60185 0.1 0.1 -0.1 0.40
H 7.51195 0.38852 -1.06298 0.1 0.0 0.0 0.40
H 5.98092 -0.82482 0.42961 0.0 -0.1 0.0 0.40
H 3.32825 0.79386 2.39102 0.0 -0.1 0.0 0.44
H 4.29020 -0.65893 2.20432 -0.1 0.0 0.0 0.50
H 1.84408 -1.54476 2.68871 0.0 -0.1 0.1 0.49
H -0.04752 -2.58104 1.50180 -0.1 0.0 -0.1 0.42
H -0.92911 -3.27625 -0.67175 0.1 0.1 -0.1 0.34
H -0.76870 -2.08595 -1.99277 0.1 -0.1 0.1 0.36